No. 1
The following is a quantum chemistry calculation of a 11-piece molecular cluster, C48H100N2O22 overall at a distorted geometry, from the Open Molecules 2025 dataset.

**Strongest force on any atom**: 4.1 eV/A
**Calculated total energy**: -99399.927 eV
**SMILES string**: O=[N+]([O-])c1ccccc1.O=[N+]([O-])c1ccccc1.COCCOC.COCCOC.COCCOC.COCCOC.COCCOC.COCCOC.COCCOC.COCCOC.COCCOC

Geometry as ORCA input:
```
! wB97M-V def2-TZVPD RIJCOSX def2/J DEFGRID3
* xyz 0 1
O 7.1831 -1.8895 2.5819
N 6.6578 -0.9017 1.9355
O 6.2439 0.1294 2.5035
C 6.6525 -0.9862 0.4738
C 7.6125 -1.7855 -0.1835
C 7.7043 -1.7591 -1.5694
C 6.7375 -1.0951 -2.3062
C 5.7094 -0.3652 -1.6180
C 5.6896 -0.2843 -0.2368
H 8.3656 -2.3608 0.3345
H 8.4263 -2.3316 -2.1328
H 6.7325 -1.0147 -3.3832
H 4.9852 0.0877 -2.2790
H 4.9833 0.3403 0.2898
O 3.9687 4.3124 -0.0759
N 4.9591 4.9288 -0.4938
O 6.0666 4.6512 -0.1495
C 4.7023 5.9305 -1.5931
C 3.4474 6.1507 -2.1016
C 3.3183 6.9475 -3.2896
C 4.4296 7.6068 -3.7951
C 5.6585 7.4931 -3.1138
C 5.7943 6.6832 -2.0160
H 2.6650 5.5812 -1.6221
H 2.3704 7.0309 -3.8005
H 4.3455 8.1253 -4.7388
H 6.5456 7.9862 -3.4833
H 6.7891 6.5540 -1.6160
C -0.0033 -5.3264 -1.2159
O 0.9811 -4.2462 -0.9441
C 2.0493 -4.6130 -0.1031
C 3.1130 -5.6051 -0.7194
O 2.6271 -6.8578 -1.1960
C 3.6047 -7.8210 -1.5443
H 0.3808 -5.7921 -2.1235
H -1.0094 -4.9310 -1.3549
H -0.0805 -6.1205 -0.4732
H 1.8283 -5.0028 0.8905
H 2.7554 -3.7833 -0.0685
H 3.8269 -5.8599 0.0639
H 3.5474 -5.1029 -1.5838
H 3.0886 -8.7568 -1.7588
H 4.3281 -7.8765 -0.7308
H 4.1620 -7.6218 -2.4596
C -3.8826 -4.7276 -0.9724
O -3.7409 -4.3626 -2.3574
C -4.9636 -4.2032 -3.0535
C -4.7981 -3.7128 -4.4643
O -3.9255 -4.4669 -5.3431
C -4.1222 -5.8171 -5.6185
H -2.9433 -4.7131 -0.4195
H -4.3698 -5.7015 -1.0179
H -4.6091 -4.0729 -0.4910
H -5.5241 -3.5201 -2.4153
H -5.6671 -5.0357 -3.0460
H -4.5080 -2.6622 -4.4521
H -5.7765 -3.6949 -4.9445
H -3.2179 -6.2686 -6.0265
H -4.9361 -6.0295 -6.3117
H -4.4722 -6.4144 -4.7766
C 2.1160 3.3041 -3.8427
O 2.6567 2.0696 -4.0646
C 1.6951 0.9885 -4.3294
C 2.3610 -0.3471 -4.4657
O 2.8770 -1.0811 -3.3006
C 2.0630 -2.1028 -2.7444
H 1.3640 3.5249 -4.6003
H 2.7096 4.2146 -3.9242
H 1.6549 3.4538 -2.8665
H 1.1129 1.3071 -5.1941
H 1.0992 0.8596 -3.4259
H 3.0721 -0.3983 -5.2902
H 1.6975 -1.0374 -4.9866
H 2.2556 -2.1742 -1.6739
H 2.3259 -3.0380 -3.2388
H 0.9838 -1.9607 -2.8006
C -0.4148 2.4772 3.9877
O -1.4247 2.5353 4.9586
C -2.5363 1.7935 4.4970
C -3.5991 1.5620 5.5973
O -3.5005 0.3078 6.3315
C -4.4841 0.1374 7.2939
H -0.7420 2.9809 3.0782
H -0.1106 1.4682 3.7093
H 0.4655 2.9834 4.3839
H -2.4318 0.7691 4.1397
H -2.9491 2.4310 3.7152
H -4.5009 1.3610 5.0189
H -3.7272 2.4638 6.1960
H -3.9855 -0.2077 8.1996
H -4.8628 -0.8607 7.0734
H -5.2658 0.8726 7.4850
C 4.9337 4.4927 4.6115
O 4.8568 5.8639 5.0197
C 4.4754 6.7659 4.0596
C 2.9127 6.9702 3.9982
O 2.1554 5.8511 3.5105
C 2.3791 5.5329 2.1926
H 4.9767 3.8110 5.4610
H 5.6386 4.3796 3.7879
H 3.9216 4.2684 4.2747
H 4.8522 6.6131 3.0482
H 4.8686 7.6347 4.5874
H 2.6943 7.7996 3.3255
H 2.6391 7.1628 5.0356
H 1.7594 4.6938 1.8765
H 3.4546 5.4423 2.0404
H 1.8900 6.3076 1.6021
C -2.4937 -3.9609 3.5139
O -1.1678 -3.5219 3.4925
C -0.9494 -2.1460 3.2706
C 0.4910 -1.9888 2.6078
O 1.6619 -2.5534 3.2628
C 2.0330 -1.9774 4.5282
H -3.0596 -3.9621 2.5823
H -3.0779 -3.3857 4.2322
H -2.4640 -4.9857 3.8840
H -1.0297 -1.4390 4.0962
H -1.6469 -1.7300 2.5436
H 0.6959 -0.9198 2.5499
H 0.4733 -2.5048 1.6479
H 3.0303 -2.3801 4.7053
H 1.3251 -2.3185 5.2836
H 2.0182 -0.9031 4.3444
C -3.9382 3.7309 0.1314
O -4.0243 2.5901 -0.7250
C -3.2896 2.7830 -1.8864
C -3.3430 1.7527 -2.9944
O -4.6565 1.9469 -3.6656
C -5.0434 1.0615 -4.7159
H -2.9043 3.9613 0.3884
H -4.5658 3.3328 0.9287
H -4.3001 4.6519 -0.3258
H -2.2717 2.9593 -1.5387
H -3.3949 3.7358 -2.4052
H -3.1033 0.7615 -2.6094
H -2.5416 1.9697 -3.7007
H -5.0811 -0.0105 -4.5222
H -4.3293 1.2243 -5.5232
H -6.0548 1.2699 -5.0649
C -4.8105 -0.9151 0.4553
O -5.6599 -0.5847 1.4684
C -5.8579 -1.6438 2.3926
C -6.3138 -3.0626 1.8385
O -7.1995 -3.1622 0.8203
C -8.2651 -2.1518 0.7871
H -4.4935 -0.0093 -0.0615
H -5.2436 -1.6982 -0.1669
H -3.8688 -1.3013 0.8455
H -6.5909 -1.2522 3.0979
H -5.0309 -1.8809 3.0619
H -6.6577 -3.6542 2.6869
H -5.5136 -3.6917 1.4487
H -8.6410 -1.7565 1.7308
H -9.1181 -2.5663 0.2498
H -7.8815 -1.4103 0.0863
C -1.7337 -1.6022 -2.5061
O -0.7849 -0.5672 -2.2219
C -0.7320 -0.2319 -0.8770
C 0.3865 0.8494 -0.8276
O 0.4090 1.5700 0.3803
C 1.7234 2.1249 0.7097
H -1.2260 -2.5514 -2.3345
H -2.0196 -1.4556 -3.5476
H -2.5905 -1.6431 -1.8336
H -0.4807 -1.0809 -0.2413
H -1.5372 0.2562 -0.3278
H 0.3552 1.5619 -1.6520
H 1.3631 0.3736 -0.9173
H 2.4855 1.4871 0.2620
H 1.8725 2.2019 1.7867
H 1.7880 3.1121 0.2521
*
```



No. 2
The following is a quantum chemistry calculation of a 15-piece molecular cluster, C48H102F6N7O24S4 overall at a distorted geometry, from the Open Molecules 2025 dataset.

**Strongest force on any atom**: 2.4 eV/A
**Calculated total energy**: -170649.556 eV

Geometry as ORCA input:
```
! wB97M-V def2-TZVPD RIJCOSX def2/J DEFGRID3
* xyz -1 1
C -0.3716 -2.8228 0.3169
F 0.1728 -3.8925 0.8888
F -0.0684 -2.8523 -0.9715
F -1.6849 -2.8485 0.4697
S 0.3394 -1.2798 1.0678
O 0.0767 -1.4420 2.4710
O 1.7251 -1.2956 0.7040
N -0.5960 -0.0756 0.3690
S 0.4339 0.9717 -0.1928
O 1.2998 1.5796 0.7878
O 1.0830 0.5289 -1.3977
C -0.6636 2.3746 -0.7449
F -1.4801 2.8106 0.2269
F 0.1557 3.3554 -1.1487
F -1.4400 2.0587 -1.7784
C -1.6452 1.3340 -5.5529
S -2.4507 -0.2034 -5.0639
O -2.1932 -1.2102 -6.1361
C -1.3489 -0.6484 -3.7201
H -2.1730 1.7831 -6.3920
H -0.6289 1.1399 -5.9047
H -1.6206 2.0139 -4.7012
H -0.3573 -0.9227 -4.0760
H -1.7748 -1.5095 -3.2064
H -1.2281 0.1715 -3.0121
C 1.1387 6.5767 2.7936
S 1.9311 8.1909 2.8223
O 3.3884 7.8958 2.9171
C 1.6419 8.6181 1.1026
H 1.2826 6.0865 1.8298
H 0.0520 6.6500 2.8881
H 1.5712 5.9637 3.5799
H 2.3155 8.0580 0.4525
H 1.8521 9.6817 0.9934
H 0.6171 8.4632 0.7758
C -0.2272 -3.5654 -6.4302
O -0.6576 -4.6986 -6.2834
N 0.7121 -2.9809 -5.6465
C 1.3516 -1.7328 -6.0484
C 1.3225 -3.6691 -4.5329
H -0.5669 -2.8785 -7.2168
H 2.3674 -1.9753 -6.3706
H 1.4046 -1.0499 -5.1976
H 0.8180 -1.1730 -6.8130
H 2.3905 -3.7420 -4.7487
H 1.0550 -3.2770 -3.5504
H 0.9277 -4.6846 -4.4372
C -4.1273 0.1964 -0.7526
O -4.7354 -0.0985 -1.7578
N -4.4761 1.1944 0.1002
C -3.8128 1.2970 1.3799
C -5.5993 2.0646 -0.1468
H -3.2082 -0.3218 -0.4364
H -3.7339 2.3568 1.6681
H -2.7565 1.0367 1.3758
H -4.3762 0.8181 2.1821
H -5.2385 3.0940 -0.1856
H -5.9978 1.8362 -1.1305
H -6.3261 1.9510 0.6571
C 4.9063 1.2707 4.5360
O 4.8082 2.4515 4.2900
N 4.3885 0.2070 3.8717
C 4.8815 -1.1031 4.1880
C 3.5257 0.2465 2.7110
H 5.4956 0.9100 5.3948
H 5.4845 -1.5367 3.3786
H 4.0500 -1.8115 4.2848
H 5.4625 -1.1675 5.1056
H 3.0361 1.2186 2.6587
H 4.0105 0.1684 1.7364
H 2.7018 -0.4446 2.8707
C 4.9542 -2.3309 -3.6978
O 4.5808 -1.9597 -4.7904
N 4.2491 -2.2099 -2.5613
C 4.7944 -2.6542 -1.2937
C 2.9503 -1.5886 -2.5120
H 5.9589 -2.7559 -3.5395
H 5.4638 -3.5015 -1.4389
H 4.0077 -3.0825 -0.6648
H 5.2161 -1.7933 -0.7725
H 2.5598 -1.2802 -3.4714
H 2.1746 -2.2037 -2.0548
H 2.9930 -0.7027 -1.8721
C 4.3418 6.2568 0.0525
O 4.2309 6.5638 -1.1285
N 4.5153 4.9992 0.5163
C 4.6335 4.7145 1.9462
C 4.5598 3.8673 -0.3601
H 4.3282 6.9943 0.8709
H 3.8277 4.0262 2.2092
H 4.6161 5.6335 2.5200
H 5.5683 4.1624 2.0738
H 3.6700 3.2431 -0.2265
H 4.5268 4.1821 -1.3984
H 5.4627 3.2882 -0.1575
C -0.7567 2.2001 6.0707
O -0.2431 2.1150 7.1574
N -0.0896 2.2273 4.8966
C -0.7818 2.0849 3.6222
C 1.3572 2.0681 4.8392
H -1.8474 2.2983 5.9376
H -0.5600 2.9181 2.9565
H -1.8519 2.1172 3.8302
H -0.4393 1.1533 3.1692
H 1.5350 1.0261 4.5732
H 1.8145 2.7688 4.1424
H 1.7568 2.3248 5.8166
O 4.6588 -5.5230 2.2035
C 3.5788 -5.0943 1.9507
O 2.9148 -5.3640 0.8319
C 3.4818 -6.2867 -0.1172
C 2.3351 -6.8814 -0.8911
C 2.8049 -4.1400 2.8103
H 4.0933 -7.0499 0.3602
H 4.1036 -5.6584 -0.7578
H 1.9615 -6.1212 -1.5820
H 1.5378 -7.1923 -0.2210
H 2.6605 -7.6999 -1.5319
H 2.9919 -3.1080 2.5177
H 3.0297 -4.2944 3.8633
H 1.7435 -4.3649 2.7130
O 1.2876 2.1922 -6.1723
C 1.9885 2.4857 -5.2428
O 3.2326 2.9419 -5.3951
C 3.7029 3.0881 -6.7154
C 5.2089 3.2565 -6.7406
C 1.5601 2.4739 -3.8190
H 3.1893 3.8856 -7.2635
H 3.4196 2.2123 -7.3089
H 5.4992 3.1461 -7.7820
H 5.6523 2.5349 -6.0564
H 5.4924 4.2395 -6.3622
H 0.6860 1.8252 -3.7558
H 1.1720 3.4347 -3.4833
H 2.3858 2.1739 -3.1890
O -8.1375 -4.3517 -3.2584
C -7.8031 -3.9138 -2.2028
O -6.5497 -3.9309 -1.7482
C -5.5302 -4.2447 -2.6832
C -4.2910 -3.4758 -2.3075
C -8.7688 -3.4202 -1.1588
H -5.7876 -4.0530 -3.7229
H -5.3179 -5.3194 -2.6839
H -3.5302 -3.5521 -3.0925
H -3.7974 -3.7836 -1.3908
H -4.5437 -2.4114 -2.2910
H -8.3765 -2.5171 -0.6906
H -8.9386 -4.1755 -0.3967
H -9.6881 -3.1528 -1.6726
O -2.3583 -7.9264 2.9588
C -2.0462 -8.7037 2.0933
O -1.6935 -8.3471 0.8660
C -1.7559 -6.9565 0.5277
C -3.1473 -6.3506 0.5796
C -2.0150 -10.1939 2.3290
H -1.2300 -6.7439 -0.3998
H -1.1527 -6.4447 1.2931
H -3.0984 -5.2730 0.4595
H -3.5764 -6.5797 1.5524
H -3.8032 -6.7867 -0.1765
H -1.4623 -10.2802 3.2662
H -1.4615 -10.7655 1.5893
H -3.0251 -10.5755 2.4379
O -4.0137 -3.3885 3.1260
C -3.0491 -2.7577 3.4203
O -1.8881 -3.2689 3.8105
C -1.7189 -4.7004 3.8693
C -2.2791 -5.2258 5.1762
C -3.0340 -1.2510 3.5947
H -0.6605 -4.9228 3.7774
H -2.3027 -5.1496 3.0657
H -1.7188 -4.8703 6.0410
H -2.1877 -6.3163 5.1785
H -3.3436 -5.0164 5.2552
H -2.5331 -1.1021 4.5488
H -4.0767 -0.9859 3.4758
H -2.3937 -0.8090 2.8319
O -1.2713 9.8838 1.8969
C -2.2483 9.2042 1.8652
O -3.3833 9.5155 2.4851
C -3.3726 10.7318 3.2504
C -3.6531 11.9185 2.3457
C -2.3158 7.8591 1.2105
H -2.4032 10.9030 3.7196
H -4.1109 10.6358 4.0400
H -2.8702 12.1267 1.6262
H -3.7710 12.8107 2.9760
H -4.6413 11.8358 1.8880
H -2.7340 7.1462 1.9190
H -1.3114 7.5413 0.9566
H -2.8912 7.8882 0.2865
*
```